(1)
The following is a DFT calculation (the ωB97M-V functional and the def2-TZVPD basis) of C12H15Cl3CuF6O4Sb as an isolated structure in a non-equilibrium geometry.

Output
Highest occupied orbital energy, Ha: -0.3589
Gap between HOMO and LUMO, eV: 9.631
2S+1: 1
E_LUMO, eV: -0.1
Energy above the lowest of the compared OMol25 structures with the same formula, charge and spin, kJ/mol: 2.01
E_tot, eV: -125929.4352

Cartesian coordinates (Å):
1 H -1.16750 -2.58159 -2.81367
2 Cl 2.31968 0.13341 1.12522
3 F 3.50890 -2.07312 -4.20112
4 Sb 2.34132 -0.58104 -3.92901
5 H -0.83128 3.55489 -2.29654
6 H 0.11508 2.00073 -2.41299
7 C -0.83607 2.22338 3.62674
8 Cu 1.18663 -0.94694 -0.58842
9 H -1.54829 1.96437 -1.75523
10 H 0.24699 -3.77070 2.14993
11 H -1.83330 -0.20218 0.12420
12 Cl -2.56260 2.32847 1.52819
13 Cl 0.70867 2.56744 5.76479
14 H -0.78837 -0.87820 -3.18275
15 F 1.11520 0.83492 -3.50698
16 C -0.10609 2.63995 -0.47020
17 H 2.42860 1.22530 3.90950
18 H -1.66456 -3.21594 0.76264
19 O -0.11143 -1.91057 1.27253
20 C -1.07984 1.94320 2.28631
21 H 1.47988 -2.52846 2.44586
22 O -0.09169 1.39440 0.18379
23 F 3.06047 0.50357 -5.27671
24 C 1.18761 0.97836 2.16035
25 O 0.17476 3.67608 0.11040
26 F 3.39823 0.05772 -2.45856
27 C 0.36856 1.96779 4.20762
28 C 0.01271 1.45401 1.53176
29 C -1.49356 -2.12868 0.96327
30 F 0.98346 -1.44096 -4.97781
31 C 1.43763 1.38070 3.47367
32 H -2.80878 -1.63169 -0.57934
33 O -0.87070 -1.35157 -1.20181
34 H -2.42743 -1.32856 -2.51142
35 C -1.34289 -1.53028 -2.53197
36 C -0.68368 2.54905 -1.84285
37 H -2.11933 -1.75622 1.78842
38 C -1.82836 -1.28768 -0.20974
39 F 1.48737 -1.68978 -2.50367
40 H -0.08378 -2.45767 3.32191
41 H -1.67314 2.63146 4.14922
42 C 0.39091 -2.71732 2.36445

Atomic forces in eV per Å
H -0.11 0.42 -0.14
Cl 0.33 0.40 0.52
F -0.47 1.05 0.00
Sb -0.41 -1.35 0.67
H 0.03 -0.84 0.60
H -1.11 0.39 0.11
C -1.43 -0.32 -0.71
Cu -0.32 -0.08 -0.14
H -1.36 -0.83 -0.31
H -0.13 -0.24 -0.04
H -0.60 -1.14 -0.27
Cl -0.09 0.04 0.00
Cl 0.03 0.05 0.77
H -0.05 0.23 -0.31
F 0.29 -0.62 -0.17
C -0.64 2.82 1.14
H -0.52 -0.02 0.03
H 0.08 0.68 0.24
O 0.07 -0.40 0.64
C 2.38 -0.35 -0.15
H -0.66 0.01 -0.12
O 0.00 0.04 -1.07
F 0.05 -0.33 0.19
C -1.08 1.44 -0.10
O -0.04 -2.29 -0.78
F -0.23 -0.14 -0.71
C 1.94 -0.25 -1.15
C -0.53 -0.29 0.87
C 0.79 -0.85 0.74
F 0.74 0.71 0.17
C -0.47 -0.67 -0.05
H 0.15 0.47 0.14
O 0.98 -0.25 -0.43
H 0.45 0.07 -0.48
C -0.56 -0.86 0.24
C 2.76 0.50 -0.35
H 0.02 -0.48 0.04
C -0.79 1.73 0.40
F 0.36 0.48 -0.02
H -0.03 0.01 -0.29
H -0.11 0.34 0.66
C 0.29 0.71 -0.39

---

(2)
The following is a DFT calculation (the ωB97M-V functional and the def2-TZVPD basis) of C12H15ClN5O8S2Ti as an isolated structure in a non-equilibrium geometry.

Output
Highest occupied orbital energy (alpha / beta), Ha: -0.0927 / -0.1134
Gap between HOMO and LUMO (alpha / beta), eV: 7.148 / 7.710
2S+1: 2
E_LUMO (alpha / beta), eV: 4.6 / 4.6
Energy above the lowest of the compared OMol25 structures with the same formula, charge and spin, kJ/mol: 88.47
Total charge: -2
E_tot, eV: -93825.0656
Expectation value of S²: 0.75

Cartesian coordinates (Å):
1 C 3.15712 3.40951 -0.05866
2 H 0.90577 2.91136 -1.38982
3 Cl -1.38732 -3.20823 2.05056
4 H -1.17266 4.48992 0.98776
5 H -0.35329 0.54550 2.85683
6 O 3.19276 -3.83960 -1.57428
7 H -1.07946 2.14798 2.92478
8 N 2.35067 3.78198 3.10028
9 O -0.54357 0.39860 0.16920
10 O -0.84523 -2.25443 1.03050
11 N -3.53108 -2.45489 -1.76930
12 C -0.11927 2.62562 -1.16416
13 C -1.03190 1.27191 2.33870
14 C -0.57386 1.44840 0.92369
15 C 1.30314 -2.60580 -2.41034
16 Ti 0.81990 -1.16351 0.00915
17 S 2.06568 0.07701 1.93110
18 S 2.53604 0.39532 -0.89794
19 C -2.28440 -1.62042 -1.78995
20 N 0.19464 -1.89268 -1.83606
21 H -3.55060 -2.89855 -0.85255
22 C 2.17750 -3.19032 -1.31630
23 O 1.75066 -2.86189 -0.11530
24 H -2.22909 -1.12245 -0.86401
25 H -2.46174 -0.78403 -2.42771
26 C -1.02046 -2.43687 -2.22945
27 O -1.99821 -2.40617 3.06126
28 H -0.35447 1.62014 -1.43421
29 H 0.00250 3.64497 2.10584
30 O -2.42059 -4.02919 1.47233
31 C -0.26367 3.85945 1.13531
32 N 3.38760 4.33530 -0.71023
33 H -3.43209 -3.21615 -2.44174
34 C 2.55923 3.10176 2.19617
35 C 2.85690 2.44988 0.94537
36 H 1.92141 -1.91484 -3.05176
37 C 2.54014 1.13372 0.65669
38 H -0.81816 3.32519 -1.60129
39 O -0.23648 -3.93410 2.55613
40 H -1.94867 0.70272 2.28431
41 H 0.59627 4.40491 0.74776
42 H 0.94440 -3.43779 -3.01077
43 O -1.14157 -3.44130 -2.90540
44 N -0.46448 2.63205 0.36754

Atomic forces in eV per Å
C 0.20 0.27 0.25
H 0.00 -0.10 0.40
Cl 1.53 0.98 -0.51
H 0.65 -0.25 0.57
H -0.36 0.76 -0.59
O -1.10 0.45 0.46
H -0.32 0.92 0.50
N -0.18 0.17 0.62
O 0.03 1.32 1.29
O -0.82 -0.74 0.21
N 0.60 0.35 0.24
C -0.99 0.66 2.35
C 1.26 -1.87 0.04
C -1.00 -2.12 -0.92
C 0.68 0.43 -0.57
Ti -0.25 -0.81 0.27
S 0.02 -0.11 0.22
S 0.17 0.53 -0.40
C -0.77 -1.97 -0.79
N -1.89 -0.16 -0.69
H -0.03 -0.09 -0.19
C 1.14 -0.10 -0.06
O 0.69 0.03 0.03
H 0.66 0.08 1.46
H 0.16 0.45 -1.24
C 0.78 2.14 1.56
O -0.07 0.31 0.82
H 0.14 -0.38 -0.63
H 0.04 -0.32 2.22
O 0.84 -0.18 -0.29
C -1.10 0.73 -2.83
N 0.00 -0.07 -0.38
H 0.23 0.23 0.13
C 0.63 -0.70 -0.93
C -0.38 0.90 -0.01
H -0.31 -0.74 0.55
C 0.00 -1.15 0.59
H -0.13 0.24 -0.25
O -1.39 -0.05 -0.26
H -0.57 0.18 -0.03
H -0.04 -0.04 -0.32
H 0.14 0.01 -0.26
O -0.68 -0.59 -0.61
N 1.81 0.39 -2.05